(1)
Below is C2H4O2Tl as an isolated structure at a distorted geometry, with properties calculated with the ωB97M-V functional and the def2-TZVPD basis.

```
9
Properties=species:S:1:pos:R:3
Tl 1.31755 -0.01528 3.08157
O -0.28628 1.61465 0.80195
C -0.22560 0.82008 -0.40834
C -0.12868 -0.80683 -0.38224
O 0.33969 -1.51228 0.73007
H 0.68477 1.09804 -0.93943
H -0.95635 1.05868 -1.18112
H 0.39588 -1.04630 -1.30723
H -1.14101 -1.21073 -0.39527
```

Summary:
Total charge: +1
HOMO, Ha: -0.5353
Energy relative to the best compared isomer or geometry (same formula, charge and spin), kcal per mole: 76.53
E_LUMO, eV: -8.463
Kohn-Sham gap, eV: 6.1

(2)
Below is C2H4O2Tl as an isolated structure at a distorted geometry, with properties calculated with the ωB97M-V functional and the def2-TZVPD basis.

```
9
Properties=species:S:1:pos:R:3
C -0.09989 -0.50694 0.12630
C 1.30974 -0.53102 -0.20659
O -0.60011 0.62750 -0.18154
H -0.60827 -1.06245 0.91971
H 1.87247 -0.96720 0.63104
H 1.45350 -1.14673 -1.10689
Tl -2.70725 2.31644 0.52574
O -1.99715 0.65190 -0.18208
H 1.37695 0.61850 -0.52569
```

Summary:
2S+1: 2
Total charge: +2
⟨S²⟩: 0.76
HOMO (spin up / spin down), Ha: -0.7860 / -0.8112
Energy relative to the best compared isomer or geometry (same formula, charge and spin), kcal per mole: 0.00
E_LUMO (spin up / spin down), eV: -10.749 / -13.926
Kohn-Sham gap (spin up / spin down), eV: 10.6 / 8.1

(3)
Below is one molecule with the formula C2H4O3 at a distorted geometry, with properties calculated with the ωB97M-V functional and the def2-TZVPD basis.

```
9
Properties=species:S:1:pos:R:3
O -1.08784 0.12927 1.24575
C -0.04368 -0.01573 0.68329
O 0.87018 -1.05797 0.98075
C 0.25515 0.34526 -0.73523
O -0.82152 0.94530 -1.38432
H 0.65307 -1.43943 1.84638
H 1.16297 0.95691 -0.77288
H 0.61797 -0.71581 -1.04087
H -1.60629 0.85219 -0.82287
```

Summary:
HOMO, Ha: -0.3965
Energy relative to the best compared isomer or geometry (same formula, charge and spin), kcal per mole: 16.55
E_LUMO, eV: 0.541
Kohn-Sham gap, eV: 11.3

(4)
Below is a 2-piece molecular cluster, C2H4O3 overall, with properties calculated with the ωB97M-V functional and the def2-TZVPD basis.

```
9
Properties=species:S:1:pos:R:3
O 0.55546 -0.78687 -2.56128
C 1.25096 -0.41536 -1.67137
O 1.38560 -1.13745 -0.53544
H 1.88395 0.48530 -1.70752
H 1.65106 -0.58919 0.21760
C -1.68133 0.61620 1.57419
O -2.66143 -0.04682 1.74496
H -1.22295 0.69238 0.56437
H -1.16132 1.18182 2.37451
```

Summary:
HOMO, Ha: -0.3827
Energy relative to the best compared isomer or geometry (same formula, charge and spin), kcal per mole: 33.60
E_LUMO, eV: 0.213
Kohn-Sham gap, eV: 10.6

> Number 2 is which compound?

C2H4O2Tl